(1)
Computed, not measured: 8 unconnected molecules or ions with the total composition C2H20O9, with ωB97M-V with the def2-TZVPD basis set.

The geometry in XYZ format:
```
31
Properties=species:S:1:pos:R:3:forces:R:3:lowdin_charge:R:1
O 4.253192 0.056207 1.758535 0.045 -1.375 -0.190 -0.072
C 5.120946 -1.038529 1.392902 0.821 -0.657 -1.122 -0.232
C 4.451688 -2.400460 0.992270 -0.782 1.793 0.786 -0.237
O 3.732115 -2.323723 -0.213856 -0.158 0.138 -0.541 -0.069
H 4.804794 0.841592 1.735820 -0.071 0.077 0.006 0.079
H 5.695143 -0.765119 0.507654 0.039 0.281 -0.235 0.107
H 5.883477 -1.236667 2.146156 -0.202 -0.031 0.491 0.107
H 3.767754 -2.611836 1.814237 -0.001 -0.620 0.156 0.114
H 5.158604 -3.210252 0.811669 0.316 0.335 0.542 0.122
H 2.911762 -1.843798 -0.078579 -0.053 0.082 0.089 0.081
O 2.635690 1.289497 -2.226365 -0.069 0.283 -0.085 -0.049
H 1.999267 0.638571 -1.930578 -0.280 -0.245 0.065 0.014
H 3.484356 0.930129 -1.967811 0.231 -0.093 0.067 0.025
O -5.043043 2.713233 -2.695167 0.119 0.187 0.002 -0.050
H -5.992633 2.674638 -2.580984 -0.242 0.071 0.009 0.029
H -4.756567 1.802048 -2.632581 0.170 -0.335 0.019 0.006
O -0.570975 -0.515570 -0.879928 0.394 0.027 -0.153 -0.048
H -1.379211 -0.787477 -1.314735 -0.250 -0.096 -0.133 0.022
H -0.864768 -0.025334 -0.112078 -0.137 0.143 0.385 0.010
O -1.863735 0.936661 2.288273 -0.070 -0.347 -0.185 -0.046
H -1.065558 1.289152 2.681833 0.248 0.064 0.143 0.037
H -2.362040 1.709648 2.022882 -0.159 0.242 -0.080 0.035
O -0.490277 3.829497 -1.085713 -0.041 0.183 0.226 -0.050
H -1.290673 3.519598 -1.509444 -0.232 -0.025 -0.157 0.026
H 0.115277 3.090739 -1.147154 0.291 -0.187 -0.083 0.019
O -4.467518 -0.865833 -1.659149 0.250 0.213 0.014 -0.044
H -4.782561 -1.413990 -2.377830 -0.037 -0.200 -0.233 0.038
H -5.253164 -0.658677 -1.153109 -0.200 0.062 0.202 0.031
O -4.802460 -2.021469 2.777761 -0.194 -0.079 0.152 -0.048
H -5.047686 -2.072694 1.853925 -0.042 -0.066 -0.206 0.019
H -3.981194 -1.529782 2.781145 0.294 0.176 0.047 0.023
```
Positions in Å, forces in eV/Å.

Results
Relative energy (zero: lowest compared OMol25 entry of this formula, charge and spin) (kJ/mol): 130.13
HOMO level (eV): -10.31
Total energy (hartree): -765.3054
SMILES: OCCO.O.O.O.O.O.O.O
Total charge: 0

(2)
Computed, not measured: 10 unconnected molecules or ions with the total composition C2H23NO9, with ωB97M-V with the def2-TZVPD basis set.

The geometry in XYZ format:
```
35
Properties=species:S:1:pos:R:3:forces:R:3:lowdin_charge:R:1
C 1.798884 -3.696717 0.228874 1.072 -0.191 -0.519 -0.043
C 1.080610 -2.678025 -0.247960 -0.160 -0.793 1.043 -0.304
N 1.508006 -1.370570 -0.344392 -0.530 0.301 -0.291 0.064
H 2.869947 -3.583923 0.357278 0.087 0.221 0.194 0.044
H 1.495309 -4.729025 0.326288 -0.621 0.219 -0.078 0.038
H 0.018267 -2.857379 -0.371867 -0.057 0.413 -0.353 0.104
H 2.476030 -1.166406 -0.526250 0.080 -0.259 0.067 0.101
H 0.874987 -0.761756 -0.837936 0.076 -0.034 -0.111 0.047
O 1.642607 0.800171 1.772419 0.310 -0.054 0.083 -0.070
H 1.900195 -0.133209 1.891998 0.154 0.141 -0.109 0.002
H 2.126322 1.244589 2.477937 -0.190 0.074 0.003 0.065
O -0.871368 -2.199606 3.058105 -0.392 -0.136 -0.444 -0.055
H -1.491051 -2.860837 3.385859 0.154 0.006 0.080 0.052
H -1.200506 -1.997212 2.167690 0.057 0.241 0.214 0.032
O 0.441771 1.834558 -2.082800 0.066 0.293 0.402 -0.051
H 0.239936 2.692529 -1.667623 -0.128 0.001 0.169 0.025
H 1.396918 1.832359 -2.197056 -0.041 -0.134 -0.118 0.076
O 1.900433 -1.636041 2.985460 -0.269 -0.299 -0.233 -0.077
H 1.032433 -1.758023 2.558719 0.134 -0.015 0.429 0.003
H 2.092606 -2.544793 3.243974 0.260 0.132 -0.018 0.057
O -0.483929 4.085837 -0.626947 -1.290 0.438 0.706 -0.056
H -1.286612 4.538110 -0.940176 0.492 -0.035 -0.777 0.068
H -0.858363 3.920865 0.258420 0.773 -0.510 0.001 0.055
O -2.911271 2.245448 0.316140 0.080 0.363 -0.458 -0.061
H -2.154876 1.646607 0.387887 -0.419 0.051 0.593 -0.016
H -3.524005 2.002760 1.015155 0.176 -0.169 0.069 0.043
O -0.968224 0.265727 1.221273 0.432 0.152 -0.071 -0.072
H -0.079538 0.430684 1.626573 -0.503 0.127 -0.026 0.021
H -0.783092 0.515801 0.307223 0.157 -0.468 -0.077 -0.001
O -1.000845 1.110394 -4.475957 -0.089 -0.262 -0.112 -0.079
H -0.882666 0.164428 -4.310381 -0.102 0.196 -0.138 0.024
H -1.028059 1.445861 -3.572819 0.166 0.188 -0.318 -0.015
O -1.219407 -0.346556 -2.048911 0.266 -0.408 0.319 -0.060
H -2.145279 -0.326209 -1.793884 0.007 0.267 0.063 0.060
H -0.787609 0.500367 -1.840996 -0.210 -0.052 -0.182 -0.020
```
Positions in Å, forces in eV/Å.

Results
Relative energy (zero: lowest compared OMol25 entry of this formula, charge and spin) (kJ/mol): 0.00
HOMO level (eV): -8.28
Total energy (hartree): -821.8924
SMILES: C=CN.O.O.O.O.O.O.O.O.O
Total charge: 0

(3)
Computed, not measured: a molecular structure, C2H23O10V, with ωB97M-V with the def2-TZVPD basis set.

The geometry in XYZ format:
```
36
Properties=species:S:1:pos:R:3:forces:R:3:mulliken_spin:R:1
V -3.298941 0.280762 -1.894943 1.579 -0.856 0.622 4.153
C 0.242799 0.899722 0.280737 -0.125 -0.834 -0.635 -0.009
C -0.051251 0.340332 -1.121693 -0.103 1.538 -0.859 0.006
O -1.192541 -0.395818 -1.314653 -1.712 -0.736 0.553 -0.110
H -0.533981 1.610972 0.561507 -0.122 -0.273 0.358 0.009
H 1.212199 1.393142 0.350747 -0.080 0.128 -0.322 0.004
H 0.314849 -0.002338 0.888357 -0.420 0.226 0.684 -0.004
H 0.834569 -0.179408 -1.486793 0.240 -0.329 0.059 -0.003
H -0.146771 1.211812 -1.769373 0.457 0.575 -0.350 0.001
O -1.081931 -2.562298 1.076607 -0.153 -0.330 0.162 -0.002
H -1.062211 -2.311568 2.000177 -0.049 -0.109 0.228 0.000
H -0.875091 -1.755728 0.604487 -0.005 0.480 -0.685 0.004
O 0.352609 -0.121688 3.600687 0.137 0.219 -0.043 0.000
H -0.478681 -0.216128 3.135637 -0.253 0.050 -0.134 0.000
H 0.608769 -1.017828 3.818737 0.180 -0.288 0.148 0.000
O 3.089859 -1.633508 -1.934813 0.259 -0.171 0.006 0.000
H 2.682419 -0.880288 -1.507173 0.033 0.231 0.179 0.000
H 2.524629 -1.818398 -2.684853 -0.173 -0.128 -0.160 0.000
O 4.542339 1.555952 -0.083903 0.288 0.577 -0.342 0.000
H 3.885199 1.129182 0.465877 -0.372 -0.465 -0.022 0.000
H 5.376199 1.361452 0.343977 0.230 -0.067 -0.029 0.000
O -1.320171 3.346762 2.933517 0.035 0.201 -0.169 0.000
H -1.373511 2.452002 2.597667 0.106 -0.251 -0.092 0.000
H -1.980451 3.383102 3.625577 -0.138 0.057 0.232 0.000
O 2.933279 0.065392 1.591657 0.391 -0.205 -0.056 0.000
H 3.256279 0.732312 2.197567 -0.006 0.100 0.494 0.000
H 1.984809 0.063102 1.720657 -0.331 -0.001 0.207 0.000
O -3.018681 2.399912 -1.413813 -0.024 -0.045 -0.226 -0.040
H -3.294071 3.029222 -0.747213 -0.250 -0.088 0.368 0.002
H -2.444021 2.900132 -1.993273 0.331 0.061 -0.334 0.011
O -3.535891 -1.987018 -1.777143 -0.442 0.608 0.046 -0.044
H -3.587321 -2.830278 -2.227123 0.024 -0.062 -0.406 0.008
H -2.897011 -2.126568 -1.078143 0.642 -0.075 0.422 0.007
O -0.575891 -3.138008 -2.784473 -0.012 -0.568 -0.145 0.001
H -0.479561 -2.853868 -3.693433 -0.001 0.057 -0.209 -0.001
H -0.612821 -2.324518 -2.281373 -0.162 0.774 0.450 0.006
```
Positions in Å, forces in eV/Å.

Results
Relative energy (zero: lowest compared OMol25 entry of this formula, charge and spin) (kJ/mol): 7.57
Multiplicity: 5
HOMO level (alpha / beta) (eV): -6.55 / -8.72
Total energy (hartree): -1786.2852
<S²>: 6.003
Total charge: 0

(4)
Computed, not measured: 11 unconnected molecules or ions with the total composition C2H27NO10S, with ωB97M-V with the def2-TZVPD basis set.

The geometry in XYZ format:
```
41
Properties=species:S:1:pos:R:3:forces:R:3:lowdin_charge:R:1
N 1.407002 -0.060903 -0.634589 1.400 -1.746 0.604 -0.026
C 1.063636 -1.180006 -1.572484 0.251 -0.389 0.128 -0.332
C 0.140023 -0.801273 -2.761445 0.674 0.852 -0.390 -0.448
S 0.353775 1.036316 -3.238506 -1.835 -0.353 2.191 0.684
H 2.298577 -0.436905 -0.177515 -1.658 0.947 -0.669 0.079
H 0.757345 0.055793 0.145300 0.033 -0.259 -0.517 0.031
H 0.598742 -2.119697 -1.166752 0.194 0.990 0.359 0.090
H 2.065394 -1.530590 -1.844617 -0.316 0.113 -0.822 0.106
H 0.403102 -1.363641 -3.704733 -0.680 0.273 1.266 0.081
H -0.928905 -0.938625 -2.401395 1.190 0.383 -1.020 0.072
H 1.086373 1.102234 -4.284593 1.083 -0.738 -1.594 -0.225
O 3.261474 -1.030530 1.781169 -0.695 -2.423 1.192 -0.099
H 2.432973 -0.521564 1.758845 0.052 -0.309 0.031 -0.029
H 3.012374 -1.946419 2.188690 0.685 2.526 -1.177 0.109
O 2.062187 1.402349 2.541241 -0.935 -1.687 2.723 -0.017
H 2.444750 1.895128 1.875813 1.459 1.696 -2.357 0.004
H 2.758631 0.926930 3.005566 0.302 0.270 -0.058 0.066
O -1.690127 -3.348064 -0.660973 0.779 -5.245 -1.075 -0.019
H -1.841972 -3.629024 -1.581384 -0.026 0.809 0.717 0.075
H -1.760829 -2.464954 -0.517663 -0.877 4.238 0.331 -0.064
O 1.474243 2.840471 -0.276122 1.967 -3.078 -0.703 -0.104
H 1.493474 3.587729 -0.824469 -0.121 1.966 -1.073 0.005
H 2.004508 2.162024 -0.875808 -2.003 1.232 1.922 0.085
O -0.238843 1.916247 1.709606 -0.231 3.527 -5.797 -0.051
H -0.128337 2.081382 2.570915 0.356 0.293 5.801 -0.013
H 0.246469 2.799416 1.398025 -1.244 -3.103 -0.360 0.142
O -2.953091 -1.016171 0.507687 2.139 3.773 -1.592 -0.102
H -2.497179 -0.125244 0.083314 -2.026 -3.233 1.274 0.118
H -2.531981 -0.982354 1.375422 0.048 -0.395 0.236 0.024
O 0.408883 -3.743862 1.261911 2.790 0.752 4.287 -0.048
H 0.943580 -2.917073 1.372826 -1.447 -1.145 -1.178 0.029
H -0.034396 -3.905016 0.484255 -1.463 0.484 -3.059 -0.056
O 0.130571 -0.543981 2.169420 -9.236 2.182 -9.813 -0.005
H -0.035888 0.417199 1.855435 1.162 -1.827 1.239 0.009
H 0.680678 -0.687537 2.759151 7.955 -1.233 8.853 -0.119
O -3.460177 1.897095 -2.235465 1.468 0.559 -1.734 -0.115
H -2.731370 2.249064 -2.830818 -1.395 -0.731 1.094 0.043
H -3.262422 2.254938 -1.359767 -0.087 -0.072 0.027 -0.048
O -3.207783 2.390717 0.314664 -0.467 -1.013 2.923 -0.083
H -3.859954 1.976589 0.974355 1.134 0.888 -1.692 0.114
H -2.365513 2.301809 0.815485 -0.378 0.225 -0.518 0.036
```
Positions in Å, forces in eV/Å.

Results
Relative energy (zero: lowest compared OMol25 entry of this formula, charge and spin) (kJ/mol): 268.41
HOMO level (eV): -9.05
Total energy (hartree): -1297.5994
SMILES: NCCS.O.O.O.O.O.O.O.O.O.O
Total charge: 0

(5)
Computed, not measured: 13 unconnected molecules or ions with the total composition C2H29O13, with ωB97M-V with the def2-TZVPD basis set.

The geometry in XYZ format:
```
44
Properties=species:S:1:pos:R:3:forces:R:3:lowdin_charge:R:1
C -1.503978 -1.390579 24.278845 0.151 -0.430 -0.335 -0.096
C -2.043314 -2.785678 24.666364 -0.285 0.747 -0.172 -0.448
O -3.370401 -2.956740 24.350334 -0.461 -0.250 0.263 -0.359
H -1.745057 -1.097889 23.256852 -0.342 -0.301 -0.003 0.044
H -0.407461 -1.430208 24.272600 -0.007 0.351 0.534 0.050
H -1.913775 -0.643794 24.959065 0.248 0.063 0.075 0.049
H -1.884718 -2.833272 25.768598 0.179 -0.354 -0.003 0.087
H -1.374400 -3.545044 24.204309 -0.041 -0.092 0.032 0.073
O -4.774095 -1.457770 26.423200 0.243 0.006 -0.026 -0.074
H -4.203052 -1.977860 25.813971 -0.121 -0.155 -0.368 0.000
H -5.642504 -1.859868 26.338999 0.066 -0.086 0.103 0.031
O 2.633431 -1.258719 25.009413 0.034 -0.126 -0.054 -0.061
H 2.837295 -1.654170 24.155087 -0.003 0.008 0.086 0.025
H 2.193831 -1.960816 25.503707 -0.025 0.104 -0.060 0.036
O -4.560607 -5.010734 25.936334 0.132 0.041 -0.068 -0.101
H -5.483546 -4.955561 25.672023 0.070 -0.046 -0.105 0.010
H -4.093514 -4.381805 25.332400 0.008 0.149 0.155 -0.015
O -3.163542 -2.785263 21.292006 -0.093 0.143 0.045 -0.074
H -2.864162 -3.697576 21.299140 -0.097 -0.011 0.067 0.022
H -3.588172 -2.668585 22.164048 0.240 -0.087 0.018 0.005
O 0.118301 -2.366843 21.714465 0.228 0.105 -0.256 -0.064
H 0.805621 -2.229620 22.372557 -0.093 -0.073 0.043 0.015
H -0.306225 -3.189087 21.983307 0.023 0.058 0.057 -0.001
O -5.216035 -0.068554 23.327451 0.104 -0.028 0.115 -0.079
H -5.100823 -0.818340 23.925829 0.137 0.062 -0.039 -0.002
H -4.339751 0.350117 23.311054 -0.290 -0.107 -0.017 -0.011
O -5.789805 -3.842914 23.154317 0.063 -0.248 0.298 -0.078
H -4.933026 -3.774813 23.627491 -0.030 0.317 -0.263 -0.016
H -6.389755 -3.282572 23.655121 0.080 0.094 -0.103 0.025
O 0.496670 -5.238113 22.859304 -0.155 -0.138 -0.039 -0.054
H -0.372770 -5.463324 23.214278 0.105 0.086 0.015 0.029
H 0.684187 -5.925488 22.209908 -0.019 0.092 0.041 0.045
O -0.953700 -5.964798 26.535678 0.180 0.143 0.031 -0.062
H -1.225889 -5.040305 26.608939 -0.099 -0.147 -0.063 0.022
H -1.144949 -6.196272 25.622641 -0.135 0.030 0.063 0.019
O -0.535509 1.867935 25.734685 0.002 0.199 -0.156 -0.064
H 0.038347 1.887827 24.961486 -0.053 -0.114 0.068 0.027
H -1.419800 1.695408 25.386948 0.086 -0.145 0.173 0.025
O -2.916350 1.182063 22.343597 0.225 0.175 -0.344 -0.052
H -2.079443 1.657086 22.357416 -0.040 -0.078 0.049 0.046
H -2.853246 0.591717 21.579494 -0.069 -0.060 0.207 0.063
O -2.313155 -0.216036 27.710075 0.032 -0.258 0.098 -0.070
H -2.901425 -0.974626 27.573290 -0.120 0.273 -0.071 0.006
H -1.426659 -0.590032 27.753964 -0.057 0.088 -0.091 0.029
```
Positions in Å, forces in eV/Å.

Results
Relative energy (zero: lowest compared OMol25 entry of this formula, charge and spin) (kJ/mol): 124.41
HOMO level (eV): -5.34
Total energy (hartree): -1071.7554
Total charge: -1

(6)
Computed, not measured: a molecular structure, C2H2AgFMgO, with ωB97M-V with the def2-TZVPD basis set.

The geometry in XYZ format:
```
8
Properties=species:S:1:pos:R:3:forces:R:3:lowdin_charge:R:1
H 0.858660 -1.644874 -0.558240 -1.721 0.071 -0.344 0.168
C -0.012128 1.092594 0.092759 0.320 -0.335 1.215 -0.078
C 0.463770 -0.110986 0.381408 -0.602 1.624 2.231 -0.215
O 0.012796 -1.103912 -0.509067 1.793 -1.939 -1.430 -0.184
Ag 0.798359 -0.958891 2.948183 0.063 0.491 -1.028 0.824
Mg -1.239261 -0.520036 -1.907751 0.442 0.593 0.511 1.477
F -0.836716 1.229300 -1.106482 -0.507 -0.384 -0.739 -0.117
H -0.045480 2.016805 0.659189 0.211 -0.120 -0.416 0.126
```
Positions in Å, forces in eV/Å.

Results
Relative energy (zero: lowest compared OMol25 entry of this formula, charge and spin) (kJ/mol): 0.00
HOMO level (eV): -17.54
Total energy (hartree): -598.8126
Total charge: +2

(7)
Computed, not measured: a molecular structure, C2H2AgO2, with ωB97M-V with the def2-TZVPD basis set.

The geometry in XYZ format:
```
7
Properties=species:S:1:pos:R:3:forces:R:3:lowdin_charge:R:1
O 0.970798 -1.096365 1.376780 -0.049 -0.411 0.530 -0.150
C 0.134501 -0.283064 0.622201 -0.059 1.704 -0.582 -0.358
C -0.735637 -0.544487 -0.290105 1.380 -1.055 -0.938 -0.418
O -1.250772 -0.798313 -1.358602 -0.559 0.496 1.016 -0.079
H 0.798438 -2.021156 1.169332 -0.041 -0.053 -0.115 0.061
Ag 0.897019 2.110187 -0.170421 -2.137 -0.761 -0.640 0.139
H -0.814347 2.633198 -1.349184 1.464 0.081 0.729 -0.196
```
Positions in Å, forces in eV/Å.

Results
Relative energy (zero: lowest compared OMol25 entry of this formula, charge and spin) (kJ/mol): 0.00
HOMO level (eV): -2.82
Total energy (hartree): -374.7185
Total charge: -1